Run A
ORCA calculation (the ωB97M-V functional and the def2-TZVPD basis) on 3 unconnected molecules or ions with the total composition C10H28N2O3.

## Properties
**Highest occupied orbital energy**: -8.693 eV
**Orbital gap**: 9.40 eV
**SMILES**: COC[C@H](C)N.COC[C@H](C)N.CCO
**Total charge**: 0

Atoms and positions in Å:
C1 -0.783 -2.276 -0.129
O1 -1.299 -0.976 0.079
C2 -2.643 -1.021 0.576
C3 -3.262 0.422 0.735
C4 -3.138 1.436 -0.407
N1 -3.028 1.088 2.006
H1 -1.290 -2.904 -0.861
H2 -0.862 -2.866 0.784
H3 0.267 -2.227 -0.417
H4 -3.360 -1.470 -0.110
H5 -2.722 -1.577 1.510
H6 -4.336 0.239 0.708
H7 -3.813 1.264 -1.245
H8 -2.145 1.441 -0.856
H9 -3.426 2.408 -0.006
H10 -3.191 2.081 1.917
H11 -2.103 0.967 2.392
C5 0.999 2.363 -1.186
O2 1.413 1.303 -2.020
C6 2.205 0.237 -1.530
C7 3.044 -0.521 -2.564
C8 2.225 -1.622 -3.385
N2 4.218 -1.103 -2.047
H12 0.424 3.038 -1.820
H13 1.864 2.862 -0.750
H14 0.323 2.022 -0.401
H15 2.858 0.779 -0.846
H16 1.644 -0.386 -0.833
H17 3.496 0.115 -3.325
H18 2.876 -2.068 -4.136
H19 1.474 -1.039 -3.918
H20 1.777 -2.332 -2.690
H21 4.362 -1.842 -2.720
H22 3.962 -1.807 -1.369
C9 0.149 0.774 4.158
C10 0.500 0.096 2.821
O3 -0.135 0.927 1.796
H23 -0.920 0.980 4.215
H24 0.767 1.653 4.337
H25 0.415 0.176 5.030
H26 0.096 -0.917 2.805
H27 1.543 -0.200 2.704
H28 -0.443 0.484 1.002

Run B
ORCA calculation (the ωB97M-V functional and the def2-TZVPD basis) on 3 unconnected molecules or ions with the total composition C10H28N2O3.

## Properties
**Highest occupied orbital energy**: -8.723 eV
**Orbital gap**: 9.39 eV
**SMILES**: COC[C@H](C)N.COC[C@H](C)N.CCO
**Total charge**: 0

Atoms and positions in Å:
C1 -1.142 -0.362 -1.485
O1 -1.509 0.576 -0.481
C2 -2.826 0.346 -0.040
C3 -3.432 1.313 0.973
C4 -3.258 2.790 0.564
N1 -2.858 1.088 2.306
H1 -1.016 -1.352 -1.047
H2 -0.147 -0.039 -1.797
H3 -1.729 -0.343 -2.405
H4 -3.555 0.573 -0.839
H5 -3.097 -0.690 0.184
H6 -4.485 1.095 1.171
H7 -2.210 2.963 0.327
H8 -3.580 3.446 1.374
H9 -3.943 3.058 -0.246
H10 -3.039 1.861 2.937
H11 -1.848 0.997 2.272
C5 3.382 1.986 -0.382
O2 2.893 1.427 0.811
C6 1.662 0.737 0.648
C7 1.115 0.224 1.965
C8 2.090 -0.782 2.603
N2 -0.163 -0.427 1.797
H12 4.335 2.480 -0.193
H13 2.739 2.800 -0.734
H14 3.540 1.247 -1.171
H15 0.972 1.419 0.141
H16 1.797 -0.149 0.010
H17 1.074 1.072 2.658
H18 3.110 -0.394 2.614
H19 1.952 -1.772 2.172
H20 1.890 -0.864 3.675
H21 -0.634 -0.063 0.948
H22 -0.204 -1.418 1.582
C9 2.167 -2.765 -1.962
C10 1.082 -2.552 -3.009
O3 -0.132 -3.191 -2.566
H23 3.087 -2.247 -2.227
H24 2.349 -3.828 -1.790
H25 1.873 -2.447 -0.958
H26 1.397 -2.950 -3.972
H27 0.909 -1.475 -3.046
H28 -0.606 -3.387 -3.380

List of relative energies, unit eV: run A 0.907; run B 0.000

Run A
ORCA calculation (the ωB97M-V functional and the def2-TZVPD basis) on 2 unconnected molecules or ions with the total composition C2H9N4O.

## Properties
**Highest occupied orbital energy**: -14.778 eV
**Orbital gap**: 11.91 eV
**Total charge**: +1

Atoms and positions in Å:
C1 2.861 0.353 0.343
C2 -0.821 0.112 -0.355
N1 1.957 -0.133 -0.360
N2 -0.207 0.485 -1.465
N3 -2.882 -0.637 0.522
N4 -0.305 -0.388 0.724
O1 -2.148 0.045 -0.501
H1 3.844 -0.014 0.627
H2 2.544 1.124 1.030
H3 -0.779 0.901 -2.128
H4 0.712 0.793 -1.480
H5 -2.953 -0.050 1.314
H6 -3.863 -0.605 0.220
H7 -0.944 -0.874 1.343
H8 2.352 -0.981 -0.734
H9 0.632 -0.130 0.900

Run B
ORCA calculation (the ωB97M-V functional and the def2-TZVPD basis) on 2 unconnected molecules or ions with the total composition C2H9N4O.

## Properties
**Highest occupied orbital energy**: -14.478 eV
**Orbital gap**: 11.26 eV
**Total charge**: +1

Atoms and positions in Å:
N1 -1.483 1.308 0.899
C1 -1.574 1.737 -0.357
N2 -0.791 1.330 -1.308
H1 -1.152 0.367 1.114
H2 -2.104 1.847 1.482
H3 -2.299 2.523 -0.539
H4 -0.758 1.749 -2.225
H5 -0.080 0.544 -1.303
N3 2.306 -0.901 0.616
C2 1.184 -1.158 -0.126
N4 0.126 -1.779 0.548
O1 1.023 -0.741 -1.266
H6 3.081 -0.756 -0.029
H7 2.595 -1.592 1.297
H8 -0.503 -2.159 -0.148
H9 0.429 -2.318 1.345

List of relative energies, unit eV: run A 4.118; run B 0.000

Run A
ORCA calculation (the ωB97M-V functional and the def2-TZVPD basis) on C5H6OS2 in the gas phase.

## Properties
**Highest occupied orbital energy**: -7.893 eV
**Orbital gap**: 8.42 eV
**SMILES**: SCC1=CC=CSO1
**Total charge**: 0

Atoms and positions in Å:
S1 2.879 -0.134 -0.225
C1 1.439 -1.305 -0.038
C2 0.125 -0.503 0.055
C3 -0.001 0.824 0.173
C4 -1.260 1.538 0.205
C5 -2.402 0.935 -0.036
S2 -2.477 -0.849 -0.165
O1 -0.953 -1.285 0.489
H1 3.711 -1.026 -0.806
H2 1.346 -1.794 1.041
H3 1.287 -2.001 -0.874
H4 0.875 1.331 0.027
H5 -1.343 2.685 0.335
H6 -3.227 1.583 -0.182

Run B
ORCA calculation (the ωB97M-V functional and the def2-TZVPD basis) on a molecular structure, C5H6OS2.

## Properties
**Highest occupied orbital energy**: -8.676 eV
**Orbital gap**: 7.96 eV
**Total charge**: 0

Atoms and positions in Å:
C1 -0.335 2.187 0.071
C2 -0.156 0.674 -0.057
C3 1.141 -0.085 -0.050
C4 0.776 -1.338 -0.029
C5 -1.070 -0.309 -0.099
H1 -1.567 2.299 0.645
H2 0.411 2.724 0.822
H3 -0.328 2.869 -1.067
H4 3.330 -0.664 1.558
H5 1.302 -2.244 0.270
H6 -3.064 -0.698 1.219
O1 -0.564 -1.610 -0.066
S1 2.900 0.155 -0.079
S2 -2.757 -0.041 -0.042

Run C
ORCA calculation (the ωB97M-V functional and the def2-TZVPD basis) on C5H6OS2 in the gas phase.

## Properties
**Highest occupied orbital energy**: -9.076 eV
**Orbital gap**: 8.54 eV
**SMILES**: C#CC[C@@H](O)C(=S)S
**Total charge**: 0

Atoms and positions in Å:
C1 -2.780 -0.453 -0.097
C2 -1.572 0.028 -0.385
C3 -0.521 1.014 -0.451
C4 0.797 0.501 0.355
O1 0.517 0.518 1.810
C5 1.506 -0.611 -0.445
S1 2.118 -0.351 -1.940
S2 1.332 -2.171 0.473
H1 -3.781 -0.831 -0.051
H2 -0.868 2.016 -0.035
H3 -0.232 1.320 -1.407
H4 1.549 1.301 0.513
H5 -0.453 0.224 2.111
H6 2.388 -2.504 -0.452

List of relative energies, unit eV: run A 0.000; run B 2.075; run C 1.994